[1]
Formula: C20H38BrNO6S
Source: OMol25
Level of theory: ωB97M-V/def2-TZVPD

For the orbital gap, the calculation gives 9.31 eV. The strongest force on any atom is 4.5 eV/Å. The total energy comes out at -4263.0036 Ha.

Last column: Mulliken charge in e.
Cartesian coordinates (Å):
O (-1.33469, 2.30077, -5.69103)  -0.5561
C (1.61900, -1.12826, 1.45546)  -0.8529
C (-1.98627, 1.98238, -4.66949)  0.6706
H (4.68230, 0.71042, 1.99481)  0.1821
C (-1.99696, 2.82510, 3.11772)  -0.8164
C (5.05920, -1.36243, 1.26576)  -0.5415
C (-1.48875, -0.82929, -1.47876)  -1.8450
H (-1.56898, -2.62675, 1.20137)  0.4936
S (-0.93917, 2.35775, -1.37653)  0.6715
N (-1.07376, 2.80785, 1.95168)  -0.1711
H (-4.21947, -3.24302, 0.27678)  0.3013
C (5.55679, 0.13371, 1.52625)  -0.2482
H (-2.80334, 0.90862, 1.33032)  0.6459
H (2.99695, 0.58101, 0.69389)  0.5008
O (6.59008, 0.09541, 2.57733)  -0.3874
H (2.18380, -0.35662, -0.64742)  -0.3016
H (-3.51516, -1.34712, 1.33383)  0.7042
H (4.96744, -0.49932, 3.90353)  0.2316
H (-3.35868, 2.73911, -3.04961)  0.1812
O (-1.86916, 0.71725, -4.02796)  -0.2758
C (-1.83858, -0.61996, 0.07043)  2.3115
C (-3.37456, -1.18815, 0.19983)  -0.9946
H (-4.17249, -1.89317, -2.62966)  0.2677
H (-1.23409, -1.95108, -1.59157)  0.3490
C (-4.49307, -2.63154, -1.82969)  -1.1813
H (0.12830, 1.36410, -3.82152)  0.3997
C (-0.70735, 1.39732, 1.54233)  -0.7708
C (-3.61737, -2.62280, -0.49003)  -0.3868
H (-2.31262, 4.04057, -3.87113)  0.2548
C (-0.50158, 0.40754, -3.68039)  -1.2532
H (-2.46944, -0.70532, -2.06129)  0.1604
H (-4.35050, -3.68046, -2.29514)  0.3435
H (2.26946, -1.87200, 2.05398)  0.4482
H (4.81765, -1.89669, 2.24295)  0.2441
H (-2.65246, -3.23503, -0.64520)  0.3539
H (3.50386, -2.59998, 0.23496)  0.2360
H (0.33212, 1.37112, 1.09123)  -0.0877
C (-2.95521, 3.10147, -4.04948)  -0.7917
H (-0.03241, -0.36348, -4.38243)  0.4534
H (0.74060, -1.92935, -0.42550)  0.4337
H (-3.00422, 3.25475, 2.74648)  0.2265
C (3.87445, -1.50892, 0.19449)  -0.9106
H (-0.62854, 0.83450, 2.54939)  0.6082
H (5.46751, 1.25765, 4.03491)  0.2578
H (-1.00959, -1.21201, 2.15629)  0.3397
H (-1.66154, 3.55686, 3.94420)  0.2791
H (-3.78787, 3.41725, -4.75473)  0.3472
C (0.46813, -1.96155, 0.67410)  -0.8521
C (-0.28454, -0.04614, -2.13117)  0.7733
H (-5.62218, -2.57048, -1.61356)  0.3404
H (5.95255, 0.67463, 0.60741)  0.2975
H (4.36750, -1.39847, -0.84349)  0.4193
H (0.60766, -0.77582, -2.21227)  0.4538
O (0.23445, 1.11247, -1.44031)  -0.4198
C (2.66005, -0.46223, 0.39788)  0.1382
H (-0.23882, 3.33233, 2.23423)  0.3243
H (1.21946, -0.39116, 2.22072)  0.3124
O (-0.13448, 3.52203, -0.81962)  -0.6609
C (-1.02705, -1.61474, 1.07451)  -1.0427
H (0.65235, -3.05909, 0.98990)  0.3986
H (5.96489, -1.92731, 0.82375)  0.3014
Br (-4.78938, 0.00526, -0.49297)  -0.0853
O (-2.18817, 1.91546, -0.36590)  -0.2910
H (-2.23977, 1.80990, 3.57252)  0.2394
C (5.87518, 0.20361, 3.83062)  -0.6017
H (6.59065, -0.11842, 4.66748)  0.2608
C (-1.90011, 0.88994, 0.60450)  -0.8305

[2]
Formula: C20H38Cl3N2O4SiY
Source: OMol25
Level of theory: ωB97M-V/def2-TZVPD

As for the energy above the lowest of the compared OMol25 structures with the same formula, charge and spin: 0.000 eV. For the orbital gap, the calculation gives 9.00 eV. The strongest force on any atom is 1.9 eV/Å. The total energy comes out at -2904.0871 Ha.

Last column: Mulliken charge in e.
Cartesian coordinates (Å):
H (0.94307, 2.94102, -1.95137)  0.2521
H (2.25697, -4.55666, -1.84189)  0.3120
C (0.59337, -4.04754, -0.05007)  0.1409
C (-0.11363, -6.24386, 0.67422)  -0.6993
H (-3.80298, 1.88939, 1.51305)  0.1914
C (1.52084, 5.58366, -3.12806)  -0.9096
C (2.56652, -4.01487, -3.94234)  -1.4369
C (1.91008, -3.87312, -2.60625)  0.1693
C (-2.89572, 2.04978, 2.12173)  0.3943
H (-0.79395, -2.84160, -1.16299)  0.3129
H (-1.33861, -4.86564, -0.47771)  0.3663
H (-0.56983, -1.13820, 3.10866)  0.4748
H (-3.25440, -0.74609, 3.32889)  0.2916
C (-1.64845, 1.60703, 4.14631)  -0.9774
H (0.20704, -1.02382, -2.86507)  0.1772
H (0.02768, 1.80845, 1.08511)  0.5296
C (2.30596, -0.50039, 1.71081)  -1.0953
H (-0.18272, -2.62005, 2.22350)  0.3315
H (-0.98222, 0.84859, -0.03066)  -0.0107
H (-1.95195, 1.34239, 5.16310)  0.4199
O (-2.47620, 5.77455, 0.84080)  -0.5045
C (1.10550, -6.41797, 1.32698)  -0.3964
H (-4.58611, 0.38405, 2.93635)  0.3150
Si (0.60908, -0.65698, 0.94959)  -0.2981
H (3.00348, -5.52850, 1.85298)  0.4080
H (2.80802, -3.04377, -4.40261)  0.3474
H (2.72363, -1.47344, 1.98128)  0.3431
C (2.06508, -5.39599, 1.31993)  -0.9504
N (1.35255, 5.01784, -1.78657)  0.2575
C (-0.38231, -5.03806, 0.03354)  -0.3880
Cl (-4.65170, 3.78092, -0.21350)  -0.6028
C (0.93996, -2.98629, -2.33656)  0.1843
C (-3.68452, 0.24008, 3.54804)  -0.8494
O (-0.06317, 4.89178, 0.01236)  -0.5327
H (1.93635, -4.56890, -4.65904)  0.2778
H (0.27931, 6.62632, -1.04962)  0.3090
H (-1.41836, 2.67331, 4.08421)  0.3269
H (2.24629, 0.10130, 2.62805)  0.3572
O (-2.03276, 2.89003, 1.71837)  -0.5724
H (-0.76230, 1.01647, 3.88495)  0.1920
H (0.96528, 5.00999, -3.88142)  0.3429
H (-1.76025, 6.42035, 0.68111)  0.2924
H (2.58539, 5.55657, -3.38708)  0.3393
C (1.73784, 3.62890, -1.61023)  -0.8965
H (3.50657, -4.57320, -3.84608)  0.3698
C (0.50510, 5.56200, -0.90127)  0.0164
H (2.64729, 3.44790, -2.19461)  0.3247
N (-2.76190, 1.33472, 3.23264)  0.2972
H (-3.95007, 0.26268, 4.61500)  0.3251
C (0.43970, -1.98262, -3.33856)  -1.3528
H (-0.86774, -7.02896, 0.65418)  0.3855
C (-0.52721, -1.58414, 2.10815)  -0.8941
C (0.29623, -2.86683, -0.98149)  0.2824
H (1.16020, 6.61470, -3.10991)  0.2917
H (-3.32122, 6.23959, 0.73223)  0.3051
H (0.64986, 1.31150, -0.51158)  -0.1228
Y (-2.11024, 3.67382, -0.40012)  1.1198
H (1.31018, -7.36834, 1.83858)  0.3523
C (1.81888, -4.20882, 0.61915)  0.1394
H (-0.47559, -2.35562, -3.82433)  0.2501
H (1.93841, 3.45448, -0.54413)  0.3536
C (0.04087, 0.99668, 0.34613)  -0.3851
H (3.00663, 0.00139, 1.03260)  0.3301
H (-1.54427, -1.61738, 1.70108)  0.2777
O (0.68609, -1.58320, -0.47837)  -0.1191
Cl (-1.69060, 5.22907, -2.58576)  -0.5645
Cl (-1.87769, 1.78065, -2.08626)  -0.5074
H (1.18942, -1.80750, -4.12444)  0.3844
H (2.59398, -3.43363, 0.55627)  0.6040

[3]
Formula: C20H38F3O10Ti
Source: OMol25
Level of theory: ωB97M-V/def2-TZVPD

As for the energy above the lowest of the compared OMol25 structures with the same formula, charge and spin: 1.286 eV. Its spin multiplicity is 4. For the orbital gap (alpha / beta), the calculation gives 3.76 / 8.11 eV. The strongest force on any atom is 3.9 eV/Å. The total energy comes out at -2686.3079 Ha.

Last column: Mulliken charge in e.
Cartesian coordinates (Å):
H (3.95171, 0.15746, -4.43309)  0.3365
C (-2.07396, 3.41830, -4.27553)  -1.3904
O (0.26816, -2.12193, -0.92776)  -0.2680
H (-2.51502, -0.10302, 3.18885)  0.0341
C (0.00360, 2.48248, 2.76149)  -0.6747
C (-2.76055, 1.71147, -1.17679)  0.6486
O (2.15167, 1.88383, -3.29044)  -0.3978
H (-2.03672, 2.45950, 2.04418)  0.0455
H (1.92396, 2.43780, -0.12818)  -0.1075
C (2.45787, -4.92421, 1.24467)  -1.4877
H (2.22666, -3.04847, -3.14598)  0.3259
C (-1.80755, 2.32556, -3.24876)  0.4090
C (-1.16429, 3.11519, 2.02403)  -0.8600
H (-3.96422, 1.22817, 0.50508)  0.1883
F (3.94022, 0.70051, 3.23867)  -0.2739
H (1.25307, 0.31386, 3.62059)  0.3143
C (2.97445, -0.21863, -4.13630)  -1.1324
H (-0.88449, -0.80825, 3.27397)  -0.1114
H (-1.83702, -0.05387, 5.51868)  0.3848
H (-4.83371, 2.11955, -0.81645)  0.3755
H (1.91486, 1.23985, -5.27540)  0.4298
H (-3.21810, -4.27279, 1.47575)  0.4006
O (1.73402, -3.80220, -0.73466)  -0.3860
H (0.72243, -3.99610, -3.28313)  0.4230
O (1.21672, 0.69315, -1.63302)  -0.1709
H (3.43564, -5.00161, 0.77561)  0.3614
H (-0.92221, 3.36880, 0.99514)  0.1667
C (1.16538, -3.06789, -2.90611)  -1.2293
C (-2.03686, -1.02532, 5.07478)  -1.5279
C (-1.93134, -0.94358, 3.56464)  0.6947
H (2.71487, -1.07540, -4.76306)  0.4053
H (-1.44181, -4.27278, 1.53853)  0.2362
C (1.92388, 0.87502, -4.24669)  -0.0624
H (-1.72495, 1.36519, -3.75675)  0.2702
C (2.10322, 2.83624, -1.12602)  -0.7789
O (1.59586, -0.58701, 1.99840)  -0.7489
H (-1.21215, 3.57102, -4.92356)  0.3728
C (1.74456, 1.69540, -2.03002)  0.4737
H (-1.44013, 3.98638, 2.62194)  0.4645
C (-2.32099, -3.71531, 1.21621)  -1.2935
C (1.63210, -3.75675, 0.67389)  1.0022
H (3.18097, 3.02035, -1.13078)  0.3992
H (1.61217, 3.77208, -1.37532)  0.3297
H (-2.23794, -3.73328, 0.12731)  0.3315
H (-2.40137, 4.31054, -3.74663)  0.3326
C (1.60999, 0.62363, 2.61973)  -0.1714
O (-2.11991, -1.33460, 0.96432)  -0.5298
H (-3.01103, -1.40831, 5.38388)  0.3882
H (-1.32043, -1.76435, 5.43841)  0.3583
H (0.58787, -3.88750, 0.96207)  -0.4669
H (0.61933, -2.27479, -3.40803)  0.2120
H (2.63545, -4.83158, 2.31614)  0.3794
H (-2.85900, 3.07604, -4.95554)  0.3387
H (0.72677, 3.27899, 2.95765)  0.3173
H (-3.71828, 2.94052, 0.28244)  0.2742
Ti (-0.11007, -0.18038, 0.28523)  0.7422
O (0.56431, 1.41007, 2.03666)  0.3750
O (-2.93314, 2.30363, -2.36291)  -0.4081
C (2.90939, 1.44436, 2.82455)  0.5702
F (3.30541, 2.05762, 1.69714)  -0.2270
H (2.99493, -0.62825, -3.12757)  0.1876
C (-3.91060, 2.00837, -0.25221)  -1.1161
C (0.96270, -2.98226, -1.43810)  0.8114
F (2.70096, 2.35443, 3.79347)  -0.2862
H (0.91110, 0.46827, -4.14128)  0.0384
O (-2.30840, -2.21256, 3.00573)  -0.3465
O (-1.75310, 1.15016, -0.81159)  -0.1742
H (-0.27995, 2.18791, 3.77920)  0.3339
H (-0.87578, 2.59289, -2.74924)  -0.1315
H (2.03230, -2.84802, 1.13275)  0.0410
C (-2.27524, -2.29306, 1.67676)  0.8923
H (1.83178, -5.81054, 1.11833)  0.3425